# C6H9N

A single C6H9N molecule (the ωB97M-V functional and the def2-TZVPD basis, the OMol25 dataset).

HOMO: -7.72 eV
ΔE to the lowest compared entry with this formula, charge and spin: 6.6 kcal per mole
SMILES: Cc1cc[nH]c1C
gap between HOMO and LUMO: 8.8 eV
maximum force: 0.9 eV/Å

```
! wB97M-V def2-TZVPD RIJCOSX def2/J DEFGRID3
* xyz 0 1
C -1.3395 1.3797 -0.0344
C -0.0262 0.6807 0.0373
C 0.1356 -0.6833 0.0826
C -1.0289 -1.6209 0.1649
C 1.5364 -0.9413 -0.0397
C 2.1651 0.2746 -0.1589
N 1.2032 1.2482 -0.0611
H -1.9221 1.1217 0.8676
H -1.8771 0.9358 -0.8667
H -1.4314 2.4476 -0.2308
H -0.7485 -2.6409 -0.0796
H -1.7780 -1.3781 -0.5929
H -1.5276 -1.6192 1.1427
H 2.0157 -1.9135 -0.0018
H 3.1967 0.5372 -0.3410
H 1.3543 2.2299 -0.1756
*
```